# C35H52Br2N3O3PSSn

A structure of composition C35H52Br2N3O3PSSn (ωB97M-V/def2-TZVPD, OMol25).

```
! RIJCOSX wB97M-V def2-TZVPD def2/J DEFGRID3
* xyz 0 1
Sn -0.2563 -0.2492 0.3453
N -1.9609 0.4279 2.3219
C -2.0884 1.8680 2.0936
C -0.7448 2.5018 1.7567
O -0.5589 3.6859 2.0276
N 0.1356 1.6932 1.1478
C 1.3951 2.3008 0.7635
C 2.2692 1.3392 -0.0384
O 3.3773 1.6838 -0.4035
O 1.7462 0.1685 -0.2767
H -2.8619 -0.0177 2.4446
H -1.4032 0.2349 3.1469
H -2.5229 2.4228 2.9271
H -2.7286 2.0138 1.2194
H 1.9675 2.6313 1.6349
H 1.2404 3.2001 0.1594
Br 1.6575 -3.2872 -1.0652
C 0.0878 -4.0911 -1.8227
Br -1.4372 -4.0768 -0.6451
H 0.3111 -5.1237 -2.0532
H -0.1759 -3.5264 -2.7075
C -5.9636 1.5806 -1.6960
C -4.8952 1.2447 -0.6606
C -4.0676 0.0462 -1.1126
C -3.3526 0.3257 -2.4436
C -4.4009 0.7265 -3.4975
C -5.3375 1.8528 -3.0611
P -1.8239 1.3567 -2.1216
C -0.6215 0.6261 -3.3319
C 0.7321 1.3473 -3.3158
C 1.7574 0.5342 -4.0996
C 1.3230 0.3095 -5.5660
C -0.0891 0.8285 -5.8317
C -1.0842 0.3311 -4.7853
C -2.1110 3.1201 -2.5897
C -1.0344 3.9771 -1.8803
C -0.9272 5.3839 -2.4883
C -2.2797 5.8443 -3.0173
C -2.7295 4.9596 -4.1907
C -2.2073 3.5179 -4.0629
H -6.5582 2.4384 -1.3740
H -6.6535 0.7329 -1.7789
H -5.3514 1.0500 0.3138
H -4.2381 2.1130 -0.5254
H -4.7390 -0.8110 -1.2490
H -3.3372 -0.2401 -0.3518
H -2.9016 -0.6170 -2.7767
H -5.0131 -0.1633 -3.6933
H -3.9363 0.9806 -4.4490
H -6.1215 1.9736 -3.8130
H -4.7983 2.8022 -3.0321
H -0.4320 -0.3420 -2.8439
H 1.0815 1.4694 -2.2907
H 0.6394 2.3511 -3.7396
H 1.8808 -0.4227 -3.5837
H 2.7313 1.0229 -4.0524
H 1.3607 -0.7566 -5.8079
H 2.0212 0.7981 -6.2484
H -0.4221 0.5256 -6.8273
H -0.0841 1.9220 -5.8372
H -1.2035 -0.7504 -4.9082
H -2.0620 0.7623 -4.9902
H -3.0693 3.3600 -2.1175
H -0.0625 3.4827 -1.9335
H -1.2749 4.0409 -0.8157
H -0.2029 5.3841 -3.3095
H -0.5405 6.0772 -1.7400
H -2.2454 6.8898 -3.3286
H -3.0111 5.7944 -2.2044
H -2.3799 5.3880 -5.1334
H -3.8217 4.9478 -4.2446
H -1.2130 3.4367 -4.5108
H -2.8494 2.8416 -4.6278
N 0.9326 -1.0660 2.1579
S 1.2533 -2.5671 2.5249
C 1.1625 -2.8028 4.2899
C 1.9963 -2.1093 5.1602
C 1.8311 -2.2704 6.5240
C 0.8425 -3.1214 7.0091
C 0.0169 -3.8102 6.1355
C 0.1727 -3.6487 4.7640
C 3.0058 -2.7964 2.2525
C 3.6184 -1.9557 1.3345
C 4.9590 -2.1604 1.0328
C 5.6606 -3.1946 1.6323
C 5.0280 -4.0376 2.5393
C 3.6930 -3.8450 2.8525
H 1.5005 -0.3916 2.6681
H 2.7720 -1.4602 4.7713
H 2.4732 -1.7368 7.2119
H 0.7195 -3.2459 8.0769
H -0.7489 -4.4717 6.5177
H -0.4668 -4.1749 4.0659
H 3.0539 -1.1612 0.8565
H 5.4471 -1.5069 0.3222
H 6.7045 -3.3486 1.3930
H 5.5762 -4.8457 3.0052
H 3.1979 -4.4965 3.5617
*
```

LUMO energy, hartree: 0.005
Frontier orbital gap, eV: 7.40
F_max, eV Å⁻¹: 0.60

# C35H52FeOP4

A structure of composition C35H52FeOP4 in a non-equilibrium geometry (ωB97M-V/def2-TZVPD, OMol25).

```
! RIJCOSX wB97M-V def2-TZVPD def2/J DEFGRID3
* xyz 3 6
Fe 0.2616 0.2429 -2.2861
P -1.6844 0.1099 -1.3090
P 0.7295 -1.8669 -2.5619
P 0.1136 2.2817 -3.0476
H 2.4387 0.9365 1.6367
C 2.3315 1.9663 1.9946
C 1.1267 2.5360 2.1618
H 0.2097 1.9492 2.0507
C -1.2696 -0.7678 0.2500
C -3.1584 -0.7995 -1.9353
C -2.4862 1.6581 -0.7664
C 2.2873 -1.8478 -1.6036
C -0.1041 -3.3847 -1.9613
C 1.2445 -2.3315 -4.2540
C 0.3377 3.5402 -1.7259
C -1.3955 2.8541 -3.9178
C 1.4391 2.6871 -4.2228
H 3.2647 2.4963 2.2296
H 1.0201 3.5990 2.4074
H -0.7092 -0.1044 0.9230
H -0.6680 -1.6717 0.0734
H -2.2166 -1.0644 0.7215
H -2.8852 -1.7984 -2.3022
H -3.6165 -0.2308 -2.7590
H -3.8804 -0.8873 -1.1119
H -1.8587 2.1915 -0.0432
H -3.4361 1.3728 -0.2948
H -2.7043 2.3226 -1.6101
H 3.1119 -2.1272 -2.2711
H 2.2279 -2.5468 -0.7632
H 2.4878 -0.8316 -1.2039
H 0.2031 -4.2362 -2.5850
H -1.1923 -3.2601 -2.0464
H 0.1602 -3.5991 -0.9151
H 1.6082 -3.3641 -4.2567
H 2.0339 -1.6458 -4.5917
H 0.3792 -2.2438 -4.9238
H 0.7175 4.4606 -2.1885
H 1.0687 3.1538 -1.0013
H -0.6144 3.7408 -1.2212
H -1.1446 3.7618 -4.4816
H -2.2160 3.0688 -3.2248
H -1.7110 2.0656 -4.6113
H 1.3797 3.7529 -4.4799
H 1.3060 2.0733 -5.1196
H 2.4187 2.4602 -3.7783
C 4.0170 1.4529 -1.8615
C 4.7846 0.4657 -2.5910
C 5.8970 0.8205 -3.3401
C 6.3512 2.1408 -3.3671
C 5.6375 3.1309 -2.6775
C 4.5068 2.8187 -1.9474
O 2.9602 1.1608 -1.2083
H -0.9708 -0.1729 -3.1106
H 4.4341 -0.5622 -2.5594
H 6.4144 0.0351 -3.9007
H 7.2479 2.4151 -3.9261
H 5.9814 4.1639 -2.7036
H 3.9270 3.5831 -1.4274
C -0.6269 -6.8563 3.2741
C -1.3414 -6.1010 2.3347
C -1.0890 -4.7351 2.2006
C -0.1158 -4.1185 3.0149
C 0.5991 -4.8795 3.9529
C 0.3370 -6.2459 4.0805
P 0.1671 -2.3275 2.7769
C -0.6094 -1.5606 4.2326
C -0.3011 -0.2176 4.5354
C -0.9362 0.4233 5.5969
C -1.9343 -0.2382 6.3224
C -2.2730 -1.5576 6.0005
C -1.6146 -2.2208 4.9622
C 1.9726 -2.2099 3.0663
C 2.5695 -1.5729 4.1665
C 3.9564 -1.4195 4.2117
C 4.7610 -1.9221 3.1874
C 4.1750 -2.5988 2.1098
C 2.7919 -2.7582 2.0559
H -0.8223 -7.9245 3.3744
H -2.0953 -6.5758 1.7082
H -1.6400 -4.1364 1.4692
H 1.3616 -4.4033 4.5713
H 0.8950 -6.8288 4.8138
H 0.4472 0.3179 3.9462
H -0.6565 1.4444 5.8610
H -2.4521 0.2724 7.1371
H -3.0548 -2.0774 6.5567
H -1.8691 -3.2529 4.7161
H 1.9594 -1.1981 4.9888
H 4.4073 -0.9000 5.0588
H 5.8426 -1.7988 3.2255
H 4.7925 -3.0079 1.3121
H 2.3345 -3.3172 1.2381
*
```

Energy relative to the best compared isomer or geometry (same formula, charge and spin), eV: 1.886
LUMO energy (spin up / spin down), hartree: -0.345 / -0.397
⟨S²⟩: 8.88
Frontier orbital gap (spin up / spin down), eV: 6.38 / 5.22
F_max, eV Å⁻¹: 3.68

# C35H52LaOP4

A structure of composition C35H52LaOP4 in a non-equilibrium geometry (ωB97M-V/def2-TZVPD, OMol25).

```
! RIJCOSX wB97M-V def2-TZVPD def2/J DEFGRID3
* xyz 3 1
La -0.8521 -0.0844 -0.6277
P 2.1867 1.2093 0.8314
P -0.4279 2.6396 -1.7647
P 2.3095 0.0773 -2.5438
H -0.7123 -4.2379 0.1648
C 0.1322 -4.9416 0.0561
C 1.4033 -4.5220 0.1209
H 1.6263 -3.4722 0.3067
C 2.1653 1.7838 2.5827
C 3.1743 2.6155 0.1695
C 3.5556 -0.0062 1.0496
C -1.6465 2.6500 -3.1530
C -1.0535 4.0669 -0.7971
C 0.9397 3.4895 -2.6328
C 2.9339 -1.6543 -2.4539
C 3.9472 0.8503 -2.8775
C 1.7245 0.0177 -4.2903
H -0.1279 -5.9867 -0.1184
H 2.2657 -5.2070 0.0339
H 1.9499 0.9540 3.2637
H 1.3966 2.5484 2.7255
H 3.1449 2.2109 2.8342
H 2.5203 3.4830 0.0282
H 3.6455 2.3745 -0.7899
H 3.9541 2.8800 0.8966
H 3.2029 -0.8229 1.6904
H 4.4110 0.4847 1.5356
H 3.8766 -0.4284 0.0905
H -1.6041 3.6499 -3.6111
H -2.6642 2.4570 -2.7843
H -1.3859 1.8893 -3.9039
H -1.5754 4.7562 -1.4753
H -0.2125 4.5881 -0.3207
H -1.7463 3.7341 -0.0137
H 0.5031 4.3168 -3.2101
H 1.4621 2.8129 -3.3199
H 1.6632 3.8925 -1.9154
H 3.4385 -1.9052 -3.3982
H 2.0869 -2.3306 -2.2864
H 3.6462 -1.7578 -1.6263
H 4.3690 0.3910 -3.7808
H 4.6389 0.6870 -2.0436
H 3.8393 1.9263 -3.0478
H 2.5796 -0.2407 -4.9298
H 1.3368 1.0001 -4.5863
H 0.9334 -0.7319 -4.4168
C -0.8283 -2.2609 -2.9987
C -1.8220 -1.4735 -3.6342
C -2.2385 -1.8075 -4.9165
C -1.8069 -2.9993 -5.5014
C -0.9015 -3.8223 -4.8221
C -0.4103 -3.4769 -3.5640
O -0.2101 -1.8048 -1.8898
H -2.5566 1.3240 0.5397
H -2.2478 -0.6034 -3.1087
H -2.9227 -1.1419 -5.4327
H -2.1874 -3.2947 -6.4802
H -0.5615 -4.7682 -5.2386
H 0.2683 -4.1203 -2.9893
C -3.1487 3.6040 4.5136
C -2.1317 3.9855 3.6302
C -1.3568 3.0224 2.9816
C -1.5933 1.6583 3.2423
C -2.6308 1.2756 4.1061
C -3.4082 2.2476 4.7384
P -0.7103 0.3430 2.3261
C 0.0472 -0.7534 3.5739
C 0.6410 -1.9633 3.1529
C 1.3573 -2.7437 4.0557
C 1.4980 -2.3314 5.3867
C 0.8979 -1.1437 5.8141
C 0.1787 -0.3523 4.9149
C -2.1584 -0.5034 1.6895
C -2.3803 -1.8843 1.7831
C -3.2443 -2.5256 0.8835
C -3.7421 -1.8273 -0.2263
C -3.5970 -0.4481 -0.3421
C -3.0794 0.3601 0.8320
H -3.7478 4.3628 5.0200
H -1.9448 5.0435 3.4378
H -0.5806 3.3211 2.2712
H -2.8478 0.2152 4.2587
H -4.2174 1.9393 5.4014
H 0.5391 -2.2983 2.1162
H 1.8123 -3.6764 3.7176
H 2.0800 -2.9318 6.0876
H 0.9956 -0.8202 6.8511
H -0.2824 0.5759 5.2567
H -1.8915 -2.4941 2.5436
H -3.5471 -3.5691 1.0505
H -4.3013 -2.3968 -0.9902
H -4.1191 0.0903 -1.1441
H -3.9147 0.7617 1.4415
*
```

Energy relative to the best compared isomer or geometry (same formula, charge and spin), eV: 2.073
LUMO energy (spin up / spin down), hartree: -0.440 / -0.438
Frontier orbital gap (spin up / spin down), eV: 3.43 / 3.16
F_max, eV Å⁻¹: 4.13

# C35H52N2O4Si

A cluster of 4 separate species, C35H52N2O4Si in total in a non-equilibrium geometry (ωB97M-V/def2-TZVPD, OMol25).

```
! RIJCOSX wB97M-V def2-TZVPD def2/J DEFGRID3
* xyz 0 1
C 3.1069 1.2086 3.0366
Si 1.4985 2.1853 2.8816
C 1.7905 3.9652 3.3944
C 0.2267 1.3228 3.9852
C 0.0612 1.8902 5.4191
C -1.2657 2.6776 5.5809
C -2.3310 2.0221 6.4762
C -3.4724 1.3330 5.7349
C -3.0559 0.2079 4.7649
C -3.7159 0.3164 3.3876
C -3.1162 1.4390 2.5321
C -4.0168 1.9242 1.4366
C -4.5873 1.0391 0.5583
C -5.4152 1.4661 -0.5027
C -6.0138 0.4904 -1.4795
C -6.4873 -0.7790 -0.8258
O -7.6055 -0.9377 -0.4406
C -5.6516 2.8049 -0.6532
C -5.0936 3.7567 0.2226
N -5.3646 5.0816 0.0146
C -4.8218 5.8885 0.8826
C -4.0058 5.4585 1.9440
N -3.7130 4.2050 2.1496
C -4.2728 3.3145 1.2756
C 0.7837 2.0850 1.1336
C 0.1519 3.1850 0.5532
C -0.4276 3.0699 -0.7056
C -0.3676 1.8569 -1.3700
C 0.2614 0.7592 -0.8140
C 0.8402 0.8752 0.4460
H 3.0416 0.2394 2.5520
H 3.9732 1.7767 2.7092
H 3.2361 1.0224 4.1044
H 0.8602 4.5308 3.3444
H 2.1861 4.0383 4.4032
H 2.5088 4.4570 2.7409
H -0.7183 1.4469 3.4668
H 0.4405 0.2539 3.9764
H 0.9002 2.5116 5.7114
H 0.0082 1.0433 6.0989
H -0.9977 3.6217 6.0557
H -1.6583 2.9430 4.6042
H -1.8565 1.3554 7.1928
H -2.7760 2.8190 7.0721
H -4.1099 0.8729 6.4895
H -4.1087 2.0548 5.2274
H -1.9781 0.1112 4.6668
H -3.4045 -0.7377 5.1779
H -3.6410 -0.6358 2.8690
H -4.7702 0.5412 3.5493
H -2.8741 2.2704 3.1828
H -2.1731 1.1093 2.0960
H -4.4033 -0.0207 0.6675
H -5.3009 0.2379 -2.2654
H -6.8787 0.9427 -1.9539
H -5.7572 -1.5993 -0.7038
H -6.2715 3.1604 -1.4621
H -5.0046 6.9490 0.7702
H -3.5923 6.1956 2.6186
H 0.1048 4.1105 1.1074
H -0.9158 3.9334 -1.1310
H -0.8395 1.7710 -2.3404
H 0.3015 -0.1947 -1.3119
H 1.3244 0.0174 0.8871
C 1.2284 -0.4886 -4.6970
C 1.0040 -1.7463 -3.8905
C 1.9163 -2.9127 -4.1726
O 0.1302 -1.8073 -3.0546
H 0.5100 0.2711 -4.3962
H 2.2379 -0.1113 -4.5268
H 1.1020 -0.6998 -5.7599
H 2.9525 -2.6338 -3.9816
H 1.8182 -3.2212 -5.2142
H 1.6525 -3.7478 -3.5318
C 4.3960 -6.5261 -1.8936
C 4.6225 -5.5784 -3.0456
C 6.0110 -5.0137 -3.2040
O 3.7293 -5.2863 -3.8096
H 3.3604 -6.8583 -1.8941
H 5.0504 -7.3935 -1.9905
H 4.6099 -6.0236 -0.9491
H 6.7269 -5.8216 -3.3610
H 6.2896 -4.4466 -2.3142
H 6.0350 -4.3521 -4.0668
C 7.1418 -4.1799 -7.7306
C 7.0163 -5.4499 -6.9241
C 5.8008 -6.3074 -7.1781
O 7.8520 -5.7640 -6.1082
H 8.0545 -3.6605 -7.4478
H 7.1803 -4.4146 -8.7953
H 6.2866 -3.5297 -7.5390
H 5.7818 -6.6305 -8.2201
H 4.8924 -5.7429 -6.9604
H 5.8355 -7.1837 -6.5350
*
```

Energy relative to the best compared isomer or geometry (same formula, charge and spin), eV: 0.000
LUMO energy, hartree: -0.004
Frontier orbital gap, eV: 8.61
Structure (SMILES): C[Si](C)(CCCCCCCCc1cc(CC=O)cc2nccnc12)c1ccccc1.CC(C)=O.CC(C)=O.CC(C)=O
F_max, eV Å⁻¹: 1.20

# C35H53BCoN8S3Te

A structure of composition C35H53BCoN8S3Te (ωB97M-V/def2-TZVPD, OMol25).

```
! RIJCOSX wB97M-V def2-TZVPD def2/J DEFGRID3
* xyz 0 2
Co -0.3778 -0.5002 -0.2993
C 1.2673 -3.6425 4.8834
C 1.1020 -3.4145 3.3812
C -0.3442 -3.6622 2.9942
C 1.9844 -4.3688 2.5769
N 1.5771 -2.0259 3.0853
C 2.9065 -1.7271 3.3228
C 3.0989 -0.4419 2.9854
N 1.9024 0.0641 2.5382
B 1.8652 1.5479 2.0855
N 2.4366 1.8022 0.6703
C 2.9427 3.0517 0.3999
C 3.2891 3.0855 -0.8981
N 2.9978 1.8450 -1.4361
C 2.4577 1.0768 -0.4526
S 1.8887 -0.5471 -0.6114
C 3.2491 1.6241 -2.8976
C 2.9791 0.2110 -3.4008
C 2.3346 2.5922 -3.6512
C 4.7230 1.9445 -3.1555
N 0.4833 2.2149 2.2478
C 0.0964 2.6755 3.4810
C -1.1370 3.1984 3.3652
N -1.5204 3.0495 2.0451
C -0.5145 2.4235 1.3719
S -0.5037 1.9986 -0.2967
C -2.8062 3.5630 1.4919
C -3.6292 2.3998 0.9524
C -3.6024 4.2296 2.6144
C -2.5169 4.6080 0.4175
C 0.9711 -0.9147 2.5907
S -0.6734 -0.6687 2.1338
H 0.9087 -4.6407 5.1331
H 0.6822 -2.9152 5.4473
H 2.3076 -3.5709 5.1999
H -0.5424 -4.7205 3.1742
H -0.5055 -3.4605 1.9405
H -1.0366 -3.0641 3.5800
H 1.6170 -5.3870 2.7010
H 3.0261 -4.3424 2.8948
H 1.9346 -4.1215 1.5175
H 3.5925 -2.4496 3.7162
H 3.9823 0.1649 3.0246
H 2.6106 2.1308 2.8375
H 3.0042 3.8072 1.1585
H 3.7136 3.8789 -1.4795
H 1.9399 -0.0837 -3.3019
H 3.5868 -0.5342 -2.8934
H 3.2447 0.2130 -4.4599
H 1.2914 2.3805 -3.4166
H 2.4841 2.4695 -4.7235
H 2.5365 3.6319 -3.3977
H 5.3628 1.3060 -2.5467
H 4.9711 2.9834 -2.9455
H 4.9471 1.7555 -4.2040
H 0.7395 2.5910 4.3364
H -1.7597 3.6551 4.1051
H -3.8863 1.7152 1.7623
H -3.0896 1.8537 0.1875
H -4.5524 2.7901 0.5224
H -3.8175 3.5390 3.4291
H -4.5549 4.5514 2.1947
H -3.0989 5.1114 3.0121
H -1.9940 4.1727 -0.4291
H -1.9107 5.4165 0.8292
H -3.4613 5.0281 0.0708
C -5.5383 -1.5678 0.6694
C -4.4431 -0.9774 -0.1484
C -4.4294 -0.4137 -1.4065
C -3.0844 -0.0941 -1.6635
N -2.3380 -0.4241 -0.6220
N -3.1713 -0.9635 0.2814
C -2.4696 0.4688 -2.8969
H -6.4475 -0.9759 0.5794
H -5.2629 -1.6090 1.7224
H -5.7598 -2.5838 0.3394
H -5.2700 -0.2598 -2.0576
H -2.7862 -1.2940 1.1559
H -3.0543 1.3040 -3.2801
H -2.4150 -0.2977 -3.6719
H -1.4587 0.8202 -2.6927
C 0.6312 -8.4294 1.1658
C 0.3786 -7.0819 0.5471
C -0.8330 -6.4300 0.7083
C -1.0806 -5.1833 0.1369
C -2.4295 -4.5594 0.3497
C -0.0759 -4.5554 -0.6093
Te -0.4740 -2.7583 -1.6702
C 1.1589 -5.1997 -0.7775
C 2.2870 -4.5809 -1.5547
C 1.3593 -6.4507 -0.2044
H -0.2448 -8.7839 1.7083
H 1.4678 -8.3933 1.8663
H 0.8787 -9.1724 0.4057
H -1.6171 -6.9048 1.2886
H -3.0575 -5.2085 0.9591
H -2.9253 -4.3629 -0.6024
H -2.3379 -3.5949 0.8493
H 2.4300 -3.5337 -1.2847
H 2.0768 -4.5933 -2.6261
H 3.2123 -5.1284 -1.3772
H 2.3193 -6.9375 -0.3380
*
```

Energy relative to the best compared isomer or geometry (same formula, charge and spin), eV: 0.000
LUMO energy (spin up / spin down), hartree: 0.013 / 0.020
⟨S²⟩: 0.88
Frontier orbital gap (spin up / spin down), eV: 6.58 / 6.77
F_max, eV Å⁻¹: 0.73